74
Properties=species:S:1:pos:R:3:forces:R:3:lowdin_charge:R:1 method="wB97M-V/def2-TZVPD" relative_energy_kj_mol=118.4 homo_energy_ev="-7.01 / -7.00" homo_lumo_gap_ev="6.3 / 6.3" multiplicity=1
Pt 0.96888 -0.54851 1.85828 1.59 0.60 -0.56 0.730
C 2.76702 0.13471 -0.62324 0.12 0.16 -0.15 -0.041
N 2.53669 -1.11743 0.12478 -0.91 0.51 0.97 -0.211
C 1.86414 -2.15978 -0.68937 -0.10 0.06 0.19 -0.143
C 0.34912 -2.04931 -0.68111 -0.03 0.04 -0.22 -0.184
N -0.22466 -2.22518 0.65335 -0.70 -0.31 -0.23 -0.239
C -0.14834 -3.61472 1.12092 0.08 -0.06 -0.11 -0.036
C -1.58746 -1.77390 0.74067 0.08 -0.04 0.10 -0.269
C -2.48431 -2.04681 -0.28017 -0.14 0.08 -0.04 0.001
C -3.81225 -1.65020 -0.20077 0.07 -0.01 0.09 -0.043
C -4.27562 -1.00348 0.93267 -0.06 0.04 -0.11 -0.074
C -3.39835 -0.74269 1.96942 0.22 0.05 0.16 -0.101
C -2.05105 -1.09380 1.87917 -0.58 -0.51 0.06 -0.484
S -1.03895 -0.54173 3.21886 1.73 -1.71 1.02 0.966
C 3.79067 -1.57488 0.69905 0.21 -0.18 -0.10 -0.300
C 4.76497 -2.14901 -0.11089 -0.05 0.09 -0.11 -0.037
C 5.96486 -2.58114 0.42582 0.04 -0.04 -0.10 -0.088
C 6.20386 -2.42462 1.78602 -0.06 0.13 0.04 -0.087
C 5.24946 -1.82663 2.58743 0.06 -0.04 -0.10 -0.115
C 4.02874 -1.40148 2.05152 -0.14 -0.20 0.22 -0.606
S 2.85828 -0.68924 3.13597 -0.50 0.04 0.57 0.579
H 3.44467 -0.03415 -1.46842 0.00 -0.10 0.04 0.100
H 3.21023 0.87070 0.04421 -0.02 -0.03 0.04 0.109
H 1.83003 0.53438 -0.98784 -0.03 -0.09 -0.08 0.046
H 2.16926 -3.13151 -0.30403 0.10 0.02 -0.02 0.120
H 2.18075 -2.09173 -1.73556 0.13 0.00 0.05 0.131
H -0.03359 -2.81500 -1.37057 0.05 0.02 -0.07 0.125
H 0.04946 -1.06639 -1.04393 -0.04 -0.02 -0.05 0.101
H -0.67334 -4.28337 0.42544 0.05 -0.02 -0.03 0.103
H -0.62144 -3.70577 2.09037 0.01 -0.01 0.00 0.068
H 0.88829 -3.93291 1.21432 0.02 0.05 0.02 0.093
H -2.15254 -2.57896 -1.16117 0.06 0.03 0.01 0.117
H -4.48221 -1.86489 -1.02308 -0.01 0.02 0.01 0.112
H -5.30758 -0.68651 1.00023 0.00 -0.03 0.04 0.111
H -3.73451 -0.24422 2.87019 -0.06 0.06 -0.06 0.108
H 4.58383 -2.25230 -1.17511 -0.01 -0.04 0.02 0.115
H 6.71015 -3.03224 -0.21604 -0.02 -0.02 0.02 0.100
H 7.13336 -2.77096 2.21921 0.00 0.03 0.00 0.103
H 5.42202 -1.68594 3.64706 0.00 -0.06 0.00 0.100
F -1.46752 -3.26741 4.11889 -0.46 0.18 0.05 0.125
C -0.61569 -2.29682 4.41260 -0.13 1.27 -1.84 -0.718
F 0.58608 -2.67880 4.05831 0.21 -0.14 0.20 0.074
F -0.64222 -2.05561 5.69874 -0.25 0.50 0.10 0.161
C 0.47507 0.53994 -4.04708 0.04 -0.05 0.14 -0.031
C -0.29185 1.54015 -3.19263 -0.06 0.20 -0.30 -0.624
C -1.75889 1.57730 -3.61034 0.06 -0.04 0.18 -0.025
C 0.33053 2.92654 -3.33176 -0.04 -0.11 0.19 -0.033
O -0.20230 1.03494 -1.84118 -0.03 0.11 -0.14 -0.203
P -0.30818 1.87750 -0.46555 0.03 -0.57 0.31 0.258
O 0.64476 2.99657 -0.36172 -0.11 0.18 -0.16 -0.253
O -0.21176 0.78209 0.57614 -0.41 -0.37 -0.09 -0.423
O -1.85381 2.31387 -0.53593 -0.02 0.18 0.07 -0.165
C -2.43729 3.28301 0.37403 -0.04 0.21 0.05 -0.621
C -1.92751 3.08239 1.79833 0.09 -0.11 -0.14 -0.032
C -3.93560 3.03131 0.30446 0.08 -0.10 -0.05 -0.024
C -2.09370 4.68158 -0.12641 0.11 -0.11 -0.04 -0.029
H 0.40665 0.81121 -5.10110 -0.01 0.00 0.00 0.088
H 0.06329 -0.46363 -3.91805 0.01 0.01 0.00 0.082
H 1.52826 0.52963 -3.75882 0.00 -0.02 -0.01 0.082
H -1.84546 1.95107 -4.63169 -0.02 -0.03 0.00 0.089
H -2.31221 2.23052 -2.93751 -0.04 0.01 -0.06 0.072
H -2.19492 0.57772 -3.55399 0.00 0.01 -0.02 0.086
H 0.34613 3.21621 -4.38344 -0.03 -0.02 -0.01 0.090
H 1.34648 2.92640 -2.93869 0.00 0.06 -0.01 0.088
H -0.24528 3.65753 -2.76484 0.06 0.07 -0.04 0.078
H -2.12470 2.06003 2.12533 -0.02 0.02 0.03 0.057
H -2.42463 3.77714 2.47648 -0.01 0.02 -0.03 0.093
H -0.85102 3.25433 1.83657 -0.01 0.02 0.09 0.085
H -4.15214 2.00865 0.61913 -0.03 0.02 0.00 0.070
H -4.28921 3.16221 -0.71938 -0.03 0.00 0.01 0.087
H -4.46766 3.72570 0.95620 0.00 0.01 -0.02 0.089
H -1.01028 4.80022 -0.14293 -0.01 0.05 0.01 0.076
H -2.53198 5.43959 0.52497 -0.02 0.00 -0.02 0.088
H -2.47395 4.81849 -1.14076 -0.03 0.02 0.02 0.086